(1)
DFT (wB97M-V/def2-TZVPD) results for 5 unconnected molecules or ions with the total composition C20H53N7O8.

The geometry in XYZ format:
```
88
Properties=species:S:1:pos:R:3
C 12.65 13.82 14.76
O 12.57 12.57 15.41
C 12.64 12.48 16.84
C 13.88 13.15 17.46
N 13.98 13.06 18.93
C 14.46 11.80 19.45
C 14.05 11.61 20.96
O 15.00 10.88 21.64
C 15.93 11.71 22.30
H 12.38 13.60 13.71
H 13.69 14.26 14.83
H 11.93 14.51 15.24
H 12.59 11.43 17.09
H 11.70 12.97 17.32
H 13.85 14.18 17.15
H 14.69 12.58 16.94
H 13.10 13.33 19.36
H 15.58 11.67 19.25
H 14.02 10.95 18.91
H 13.13 11.05 21.04
H 13.91 12.61 21.38
H 16.58 12.27 21.56
H 16.62 11.09 22.91
H 15.49 12.48 22.99
C 11.59 8.72 10.43
O 10.42 7.98 10.33
C 10.55 6.67 10.95
C 9.26 5.88 11.10
N 8.21 6.85 11.55
C 7.34 7.40 10.50
C 5.96 6.81 10.52
O 5.50 6.64 11.91
C 5.08 7.91 12.51
H 12.16 8.63 11.34
H 11.35 9.76 10.33
H 12.32 8.46 9.61
H 11.02 6.89 11.93
H 11.29 6.09 10.28
H 9.42 5.07 11.83
H 8.96 5.57 10.10
H 7.60 6.41 12.23
H 7.75 7.26 9.50
H 7.23 8.50 10.55
H 6.05 5.80 10.15
H 5.17 7.38 9.98
H 4.46 8.38 11.75
H 5.89 8.59 12.80
H 4.54 7.75 13.44
C 9.01 10.85 9.23
O 9.65 11.52 10.29
C 9.61 12.96 10.09
C 10.53 13.67 11.07
N 11.82 13.13 11.11
C 12.51 13.32 9.82
C 13.87 12.56 9.65
O 13.53 11.21 9.44
C 14.67 10.30 9.20
H 9.23 9.77 9.38
H 9.51 11.08 8.29
H 7.95 11.02 9.23
H 8.58 13.25 10.35
H 9.86 13.12 9.03
H 10.03 13.64 12.05
H 10.45 14.78 10.86
H 11.76 12.14 11.26
H 12.73 14.36 9.73
H 11.83 13.02 8.96
H 14.42 12.61 10.54
H 14.42 12.97 8.86
H 14.29 9.30 9.10
H 15.44 10.42 9.98
H 15.15 10.62 8.26
N 7.48 7.14 14.85
C 8.15 6.15 15.62
N 9.44 5.91 15.14
O 7.65 5.45 16.45
H 7.98 7.75 14.27
H 6.67 7.38 15.38
H 9.91 6.60 14.59
H 10.07 5.40 15.76
N 11.10 10.65 13.36
C 10.45 9.43 13.45
N 9.32 9.51 12.74
O 10.89 8.46 14.03
H 10.53 11.44 13.08
H 11.75 11.02 14.05
H 9.34 10.32 12.11
H 8.91 8.69 12.35
```

The net charge is 0.

Mulliken atomic charge list, values in e, 4 entries: C -0.37; O -0.20; C -0.53; C -0.77

***

(2)
DFT (wB97M-V/def2-TZVPD) results for 11 unconnected molecules or ions with the total composition C20H54Cl8O9S9.

The geometry in XYZ format:
```
100
Properties=species:S:1:pos:R:3
C -6.12 -11.73 -5.97
S -7.19 -10.96 -7.22
O -7.61 -9.62 -6.70
C -5.89 -10.66 -8.46
H -5.35 -11.06 -5.58
H -5.62 -12.63 -6.33
H -6.73 -11.93 -5.09
H -5.41 -11.62 -8.69
H -5.14 -9.97 -8.07
H -6.36 -10.33 -9.39
C 1.06 -5.84 -1.73
S 1.10 -7.62 -2.06
O -0.20 -7.97 -2.70
C 2.33 -7.60 -3.43
H 0.49 -5.65 -0.82
H 0.59 -5.31 -2.56
H 2.09 -5.50 -1.66
H 2.09 -8.48 -4.03
H 3.36 -7.58 -3.09
H 2.10 -6.70 -4.01
C -1.65 -9.88 -11.05
S -3.19 -9.84 -10.09
O -3.47 -11.27 -9.68
C -2.62 -8.90 -8.62
H -0.83 -10.32 -10.47
H -1.34 -8.91 -11.43
H -1.83 -10.48 -11.94
H -3.27 -9.09 -7.78
H -2.58 -7.86 -8.94
H -1.63 -9.27 -8.33
C -6.27 -3.96 -0.82
S -5.45 -5.56 -1.14
O -5.26 -5.57 -2.62
C -3.85 -5.14 -0.42
H -6.19 -3.76 0.24
H -7.29 -4.08 -1.19
H -5.79 -3.18 -1.40
H -3.29 -4.39 -0.97
H -3.20 -6.02 -0.40
H -3.89 -4.73 0.60
C -7.13 -7.30 -8.32
S -5.83 -6.63 -9.42
O -5.56 -7.67 -10.49
C -6.85 -5.36 -10.21
H -6.66 -7.91 -7.55
H -7.80 -7.85 -8.97
H -7.60 -6.43 -7.85
H -6.18 -4.78 -10.85
H -7.16 -4.64 -9.45
H -7.65 -5.75 -10.83
C -4.74 -9.71 -0.79
S -4.26 -10.96 -2.03
O -4.80 -10.44 -3.33
C -2.49 -10.56 -2.04
H -4.07 -9.77 0.07
H -5.79 -9.83 -0.55
H -4.57 -8.74 -1.26
H -2.33 -9.50 -2.26
H -1.94 -11.18 -2.74
H -2.12 -10.73 -1.03
C -4.26 -8.09 -5.38
S -2.61 -7.37 -5.59
O -2.69 -6.51 -6.83
C -2.56 -6.25 -4.15
H -4.51 -8.30 -4.35
H -4.32 -8.95 -6.04
H -4.95 -7.32 -5.76
H -3.29 -5.45 -4.28
H -1.55 -5.87 -4.21
H -2.72 -6.76 -3.20
C -8.90 -7.43 -1.54
S -9.11 -8.26 -3.12
O -9.60 -7.14 -4.02
C -7.32 -8.39 -3.50
H -9.85 -7.20 -1.04
H -8.36 -6.49 -1.59
H -8.40 -8.10 -0.83
H -6.83 -8.96 -2.71
H -6.83 -7.42 -3.60
H -7.21 -8.92 -4.46
C -4.32 -4.24 -7.43
S -5.15 -2.79 -8.21
O -4.74 -1.65 -7.33
C -4.02 -2.74 -9.65
H -3.42 -3.86 -6.97
H -4.09 -5.04 -8.13
H -4.97 -4.63 -6.65
H -3.97 -3.69 -10.19
H -3.03 -2.48 -9.28
H -4.28 -1.99 -10.39
C -1.66 -1.32 -5.02
Cl -1.75 -1.17 -6.75
Cl 0.01 -1.29 -4.44
Cl -2.54 0.04 -4.27
Cl -2.37 -2.88 -4.53
C -0.90 -11.53 -6.03
Cl -0.24 -12.86 -5.06
Cl -0.84 -12.01 -7.74
Cl -2.58 -11.30 -5.61
Cl 0.09 -10.08 -5.77
```

The net charge is 0.

Mulliken atomic charge list, values in e, 4 entries: C -0.54; S 0.26; O -0.49; C -0.30

***

(3)
DFT (wB97M-V/def2-TZVPD) results for 6 unconnected molecules or ions with the total composition C20H54N2O8.

The geometry in XYZ format:
```
84
Properties=species:S:1:pos:R:3
C -1.05 2.45 5.00
O -1.10 3.27 3.84
C -0.13 2.96 2.86
C -0.22 4.12 1.87
N 0.74 3.85 0.75
C 0.85 4.96 -0.10
C 1.68 4.65 -1.33
O 1.71 5.41 -2.38
C 2.92 5.28 -3.19
H -0.05 2.40 5.40
H -1.42 1.43 4.72
H -1.61 2.85 5.77
H -0.29 1.96 2.38
H 0.84 2.90 3.32
H -0.01 5.08 2.36
H -1.24 4.18 1.56
H 0.24 3.19 0.07
H 1.24 5.89 0.35
H -0.22 5.16 -0.46
H 1.39 3.71 -1.64
H 2.67 4.56 -0.98
H 2.86 4.27 -3.42
H 3.86 5.58 -2.75
H 2.91 5.67 -4.17
C 4.44 -3.90 -5.20
O 3.16 -4.31 -4.63
C 3.11 -3.84 -3.29
C 1.69 -4.14 -2.76
N 1.38 -3.45 -1.45
C 0.59 -2.22 -1.47
C 1.13 -1.06 -2.25
O 0.38 -0.08 -2.41
C 0.96 1.03 -3.10
H 5.13 -3.57 -4.41
H 4.25 -3.10 -5.93
H 4.93 -4.57 -5.84
H 3.32 -2.80 -3.31
H 3.86 -4.34 -2.71
H 1.64 -5.15 -2.61
H 1.03 -4.02 -3.55
H 2.34 -3.24 -1.12
H 0.40 -2.09 -0.43
H -0.45 -2.46 -1.72
H 1.55 -1.48 -3.20
H 2.03 -0.87 -1.73
H 1.98 1.18 -2.92
H 0.39 1.99 -2.91
H 0.92 0.78 -4.17
C 1.15 -0.39 1.93
C 0.28 -0.76 2.99
O 0.61 -2.08 3.34
H 2.17 -0.68 2.09
H 1.09 0.61 1.86
H 0.77 -0.72 0.95
H -0.82 -0.71 2.53
H 0.42 0.01 3.73
H 0.28 -2.47 4.15
C -2.16 -0.04 -0.53
C -1.92 1.37 -0.60
O -0.52 1.54 -0.61
H -1.66 -0.62 0.28
H -1.92 -0.51 -1.49
H -3.20 -0.20 -0.30
H -2.38 1.63 0.34
H -2.54 2.00 -1.22
H -0.10 0.90 -1.19
C -3.34 0.58 3.02
C -4.24 -0.52 2.70
O -3.51 -1.58 2.21
H -2.96 0.35 4.02
H -3.79 1.60 3.06
H -2.62 0.78 2.26
H -4.86 -0.12 1.92
H -4.94 -0.69 3.56
H -3.55 -2.32 2.84
C -3.29 -4.63 0.84
C -2.09 -3.84 0.82
O -1.55 -3.83 2.08
H -3.97 -4.32 1.65
H -2.95 -5.64 1.11
H -3.81 -4.72 -0.09
H -2.29 -2.83 0.56
H -1.35 -4.28 0.27
H -1.14 -2.95 2.19
```

The net charge is 0.

Mulliken atomic charge list, values in e, 4 entries: C -0.52; O -0.41; C 0.82; C -0.84

***

What are the lowest unoccupied orbital energy values for these records? In order: 0.0225; -0.0038; 0.0229 Eh.
What are the highest occupied orbital energy values for these records? In order: -8.7; -8.1; -8.6 eV.